A structure of composition C30H40IrNO3P2S, computed with the ωB97M-V functional and the def2-TZVPD basis.

2S+1	5
energy above the lowest of the compared OMol25 structures with the same formula, charge and spin	1.9	kcal/mol
LUMO energy (spin up / spin down)	-6.53 / -9.31	eV
molar mass	748.886	g/mol
total charge	+2
⟨S²⟩	6.045

```
78
Properties=species:S:1:pos:R:3:forces:R:3:lowdin_spin:R:1
Ir -0.037 0.671 0.042 -0.196 -0.227 -0.010 1.838
S 0.207 1.347 4.627 -0.034 -0.072 -0.130 0.025
C 0.140 -0.365 4.449 -0.025 -0.090 -0.150 0.105
C 0.197 -1.346 5.431 -0.002 -0.109 -0.030 -0.011
C 0.118 -2.662 5.016 0.001 0.013 -0.083 0.123
C -0.019 -3.019 3.644 0.028 -0.088 0.271 0.019
C -0.074 -2.068 2.673 -0.016 0.171 -0.014 0.051
C 0.008 -0.711 3.071 -0.024 -0.297 0.234 0.076
N -0.028 0.341 2.245 0.143 0.212 -0.446 0.231
C 0.066 1.514 2.905 -0.013 -0.013 0.157 0.047
C 0.048 2.731 2.207 -0.006 0.281 -0.135 0.177
C 0.068 3.983 2.891 0.013 -0.294 -0.073 0.033
C 0.036 5.128 2.165 -0.004 0.154 -0.291 0.068
C -0.028 5.055 0.743 0.017 -0.036 0.110 0.137
C -0.048 3.845 0.066 0.018 0.362 0.050 0.043
C -0.002 2.642 0.756 -0.060 -0.489 0.135 0.281
H 0.300 -1.091 6.478 -0.008 -0.040 -0.055 -0.002
H 0.161 -3.449 5.760 -0.010 0.020 -0.046 0.006
H -0.080 -4.066 3.376 0.007 0.025 0.062 -0.001
H -0.178 -2.320 1.623 -0.040 0.069 0.078 0.006
H 0.098 4.027 3.974 0.010 -0.053 -0.040 0.000
H 0.053 6.091 2.659 -0.017 -0.014 -0.080 0.002
H -0.068 5.977 0.174 0.005 -0.019 0.051 0.006
H -0.102 3.857 -1.015 0.019 0.016 0.045 0.002
C 2.536 -2.515 -2.265 -0.008 -0.093 0.083 0.002
C 2.972 -1.560 -1.152 -0.217 0.049 0.077 0.031
C 4.465 -1.240 -1.288 0.028 -0.149 0.000 0.009
C 2.713 -2.246 0.197 -0.012 -0.066 -0.010 0.009
P 1.985 0.043 -1.199 -0.157 0.765 0.269 0.165
C 2.970 1.214 -0.184 0.107 -0.054 -0.012 0.040
C 2.979 0.976 1.198 0.128 0.093 0.030 0.035
C 3.644 1.827 2.069 -0.048 -0.033 -0.035 0.002
C 4.305 2.945 1.576 -0.001 -0.013 0.046 0.021
C 4.313 3.188 0.211 -0.004 0.009 -0.039 0.005
C 3.657 2.330 -0.662 0.028 -0.020 0.026 0.016
C 1.756 0.731 -2.927 0.036 -0.065 0.003 0.020
C 0.735 -0.146 -3.673 0.006 0.071 -0.055 0.006
C 3.052 0.834 -3.746 -0.075 -0.051 -0.007 0.006
C 1.111 2.120 -2.785 -0.026 -0.021 -0.063 0.037
H 3.088 -3.448 -2.134 -0.031 0.013 -0.004 0.000
H 2.778 -2.142 -3.256 0.007 0.039 -0.047 0.000
H 1.470 -2.752 -2.216 0.014 0.035 -0.017 0.001
H 5.015 -2.185 -1.233 -0.022 0.048 -0.006 0.003
H 4.826 -0.600 -0.484 -0.010 0.000 -0.007 0.000
H 4.709 -0.779 -2.243 -0.016 0.028 -0.011 0.000
H 3.147 -3.248 0.161 -0.002 0.047 0.007 0.000
H 1.643 -2.355 0.400 0.115 0.012 -0.062 0.006
H 3.187 -1.722 1.026 -0.029 0.000 -0.005 0.000
H 2.466 0.110 1.598 0.025 0.030 0.016 0.004
H 3.652 1.615 3.132 0.004 -0.002 -0.050 0.000
H 4.824 3.615 2.251 -0.013 -0.030 -0.020 0.001
H 4.846 4.045 -0.182 -0.031 -0.036 0.003 0.000
H 3.703 2.540 -1.718 0.015 0.038 0.018 0.001
H 1.092 -1.148 -3.877 0.044 -0.040 -0.019 0.000
H 0.523 0.328 -4.637 0.014 -0.023 0.065 0.000
H -0.206 -0.222 -3.130 -0.008 0.021 -0.007 0.005
H 3.412 -0.142 -4.070 -0.021 -0.004 0.042 0.000
H 3.859 1.333 -3.213 -0.002 -0.047 -0.061 0.000
H 2.845 1.416 -4.649 -0.011 -0.039 0.026 0.002
H 0.206 2.075 -2.166 -0.007 -0.065 -0.040 0.024
H 0.801 2.459 -3.777 0.065 -0.011 0.029 0.002
H 1.776 2.867 -2.361 -0.013 0.023 0.023 0.000
C -3.362 -0.471 1.355 -0.015 -0.009 -0.064 0.005
O -3.344 -0.050 -0.023 -0.062 -0.040 0.222 0.038
P -2.024 -0.173 -0.901 0.420 0.041 0.387 0.144
O -1.826 -1.691 -1.268 -0.111 -0.145 -0.014 0.043
C -2.870 -2.461 -1.939 0.065 0.021 -0.042 0.009
O -2.525 0.459 -2.250 0.049 0.170 -0.312 0.032
C -2.921 1.843 -2.353 -0.078 -0.003 0.112 0.005
H -4.400 -0.457 1.671 -0.023 0.013 -0.027 0.000
H -2.786 0.221 1.969 0.017 0.029 -0.018 0.002
H -2.967 -1.484 1.461 -0.007 0.021 -0.041 0.001
H -2.779 -3.480 -1.582 0.020 -0.023 0.019 0.000
H -2.698 -2.419 -3.011 0.014 0.025 -0.005 0.000
H -3.854 -2.066 -1.703 -0.011 0.026 0.039 0.001
H -2.753 2.145 -3.380 0.022 -0.016 -0.056 0.000
H -2.330 2.467 -1.678 0.010 -0.033 -0.011 0.003
H -3.976 1.934 -2.104 0.013 -0.016 0.015 0.000
```
Positions in Å, forces in eV/Å.